# 1
Here is a molecular structure, C32H45AsF6NPSSi2TaTe in a non-equilibrium geometry from the OMol25 dataset. Energies are from ωB97M-V/def2-TZVPD.

Each line ends with the Mulliken charge.
Geometry (Å):
Ta (1.0959, 0.3483, -1.3705)  1.320
C (-3.6909, 3.5612, -2.5166)  -1.290
C (-3.5994, 4.0848, -1.0754)  2.191
C (-4.2460, 3.0702, -0.1215)  -1.520
C (-4.3701, 5.4011, -0.9836)  -2.256
C (-2.1242, 4.2521, -0.7089)  -0.232
C (-1.5549, 5.5022, -0.4110)  -0.448
C (-0.2156, 5.6563, -0.1037)  -1.214
C (0.5838, 4.5207, -0.0983)  1.459
S (2.2875, 4.3737, 0.2250)  -0.424
C (2.1932, 2.6987, -0.0236)  0.695
N (0.9873, 2.2446, -0.3339)  0.645
C (0.0386, 3.2718, -0.3891)  -1.114
C (-1.3078, 3.1305, -0.6895)  -0.075
C (3.2903, 1.7309, 0.0502)  0.106
C (4.5902, 2.1111, 0.3616)  -0.977
C (5.5773, 1.1402, 0.3755)  -0.922
C (5.2506, -0.1797, 0.0745)  -0.788
C (3.9521, -0.5395, -0.2571)  -0.545
C (2.9208, 0.4079, -0.2642)  0.952
H (-4.7366, 3.4289, -2.7979)  0.460
H (-3.1887, 2.5968, -2.6272)  0.074
H (-3.2373, 4.2605, -3.2208)  0.356
H (-5.3098, 2.9781, -0.3444)  0.472
H (-4.1458, 3.3840, 0.9189)  0.364
H (-3.8021, 2.0767, -0.2235)  0.204
H (-5.4134, 5.2257, -1.2462)  0.421
H (-3.9830, 6.1503, -1.6760)  0.444
H (-4.3509, 5.8172, 0.0252)  0.460
H (-2.1776, 6.3843, -0.4173)  0.586
H (0.1890, 6.6340, 0.1195)  0.466
H (-1.7105, 2.1515, -0.9182)  -0.029
H (4.8348, 3.1401, 0.5960)  0.512
H (6.5987, 1.4062, 0.6095)  0.448
H (6.0267, -0.9341, 0.0808)  0.488
H (3.7500, -1.5743, -0.5054)  0.398
C (0.8877, -1.2432, 6.8891)  -1.554
C (0.6484, -1.1077, 5.4140)  0.474
C (0.9915, 0.0521, 4.7312)  -0.969
C (0.7519, 0.2129, 3.3741)  0.683
C (1.1612, 1.4950, 2.7137)  -0.926
C (0.1506, -0.8449, 2.6776)  0.284
Te (-0.6399, -0.4706, 0.7457)  0.037
C (-0.2235, -2.0264, 3.3334)  0.715
C (-0.9377, -3.1918, 2.7090)  -1.227
C (0.0609, -2.1352, 4.6907)  -0.804
H (1.3499, -0.3486, 7.3008)  0.359
H (1.5383, -2.0923, 7.1018)  0.366
H (-0.0523, -1.4140, 7.4150)  0.361
H (1.4630, 0.8645, 5.2714)  0.332
H (1.7097, 2.1246, 3.4114)  0.437
H (0.3025, 2.0723, 2.3562)  0.329
H (1.8107, 1.2779, 1.8695)  0.037
H (-0.9455, -3.1687, 1.6226)  -0.422
H (-1.9796, -3.2298, 3.0360)  0.466
H (-0.4683, -4.1221, 3.0272)  0.453
H (-0.2117, -3.0530, 5.2008)  0.499
C (-0.1115, -5.5578, 0.0183)  -1.080
Si (1.2988, -4.4364, -0.3977)  0.762
C (2.5562, -4.1368, 0.9260)  -1.021
C (2.0093, -4.7482, -2.0877)  -1.237
As (0.5222, -2.1199, -0.9020)  0.151
Si (-1.5992, -2.4887, -2.0840)  0.422
C (-2.1072, -0.8802, -2.8707)  -0.563
C (-2.8979, -2.9536, -0.8368)  -1.048
C (-1.2883, -3.7997, -3.3585)  -1.079
H (0.1325, -6.5131, -0.4594)  0.476
H (-1.0775, -5.2469, -0.3752)  0.248
H (-0.2175, -5.7226, 1.0872)  0.360
H (2.9037, -5.0919, 1.3311)  0.477
H (2.1594, -3.5467, 1.7546)  0.255
H (3.4202, -3.6122, 0.5168)  0.307
H (2.8895, -5.3882, -1.9670)  0.441
H (2.3469, -3.8563, -2.6183)  0.352
H (1.3007, -5.2698, -2.7315)  0.344
H (-2.2022, -0.0667, -2.1449)  -0.273
H (-3.1021, -1.0312, -3.3015)  0.586
H (-1.4496, -0.5568, -3.6770)  0.226
H (-3.3028, -2.0622, -0.3558)  0.315
H (-2.6058, -3.6463, -0.0492)  0.330
H (-3.7084, -3.4240, -1.4039)  0.449
H (-0.3719, -3.6529, -3.9310)  0.357
H (-2.1255, -3.7443, -4.0616)  0.416
H (-1.2770, -4.8080, -2.9417)  0.318
F (0.0671, 1.4070, -2.9090)  -0.570
P (1.3904, 1.3477, -4.1978)  1.421
F (0.8456, 2.6655, -4.7566)  -0.272
F (1.9323, -0.1780, -3.2232)  -0.626
F (2.2004, 2.0132, -2.9549)  -0.270
F (2.6358, 1.1629, -5.0709)  -0.271
F (0.4628, 0.3796, -4.9699)  -0.322

Forces on atoms 1 to 3 (eV/Å):
Ta 0.705 0.292 0.996
C -0.006 -0.014 -0.007
C 0.036 0.028 0.016

Computed properties:
charge: +2
energy above the lowest of the compared OMol25 structures with the same formula, charge and spin: 0.469 eV
2S+1: 2
HOMO energy (spin up / spin down): -0.482 / -0.501 hartree

---

# 2
Here is a molecular structure, C37H30BrN7O5SeZr in a non-equilibrium geometry from the OMol25 dataset. Energies are from ωB97M-V/def2-TZVPD.

Each line ends with the Mulliken charge.
Geometry (Å):
Zr (0.3082, -0.2347, 0.1023)  -0.472
C (-2.3619, 2.9783, -4.7879)  -0.595
C (-3.0131, 3.2685, -3.6003)  -0.884
C (-2.9353, 2.4003, -2.5321)  -0.049
C (-2.2108, 1.2079, -2.6372)  -1.055
C (-1.5902, 0.9036, -3.8538)  0.477
C (-1.6585, 1.7901, -4.9090)  -1.061
N (-2.0572, 0.4225, -1.5055)  0.843
C (-2.6372, -0.7477, -1.3969)  0.610
C (-3.4667, -1.3763, -2.3818)  -0.834
C (-4.1905, -2.4851, -2.0816)  -0.715
C (-4.1422, -3.0727, -0.7941)  -0.737
C (-3.3228, -2.5546, 0.1618)  -0.718
C (-2.5360, -1.4043, -0.1077)  0.857
N (-1.7092, -0.8370, 0.7770)  0.826
N (-1.8461, -1.1857, 2.0388)  -1.346
C (-0.9106, -0.7323, 2.8882)  -0.405
C (-1.1643, -0.8872, 4.2687)  -0.575
C (-0.2478, -0.4223, 5.1722)  -0.514
C (0.9289, 0.1589, 4.6921)  -1.591
C (1.1282, 0.2323, 3.3287)  -0.142
N (0.2430, -0.1849, 2.4216)  1.201
H (-2.4077, 3.6728, -5.6112)  0.465
H (-3.5923, 4.1749, -3.5104)  0.437
H (-3.4386, 2.6172, -1.6012)  0.463
H (-1.0430, -0.0264, -3.9401)  0.547
H (-1.1829, 1.5398, -5.8472)  0.441
H (-3.5014, -0.9519, -3.3741)  0.459
H (-4.8195, -2.9423, -2.8329)  0.423
H (-4.7407, -3.9503, -0.5965)  0.399
H (-3.2088, -3.0166, 1.1303)  0.495
H (-2.0942, -1.3502, 4.5561)  0.554
H (-0.4294, -0.5042, 6.2327)  0.440
H (1.6810, 0.5331, 5.3702)  0.571
H (2.0451, 0.6631, 2.9407)  0.383
O (4.2398, 1.3884, 0.4982)  -0.738
C (3.3044, 0.6596, 0.2069)  0.462
O (2.0917, 0.8148, 0.6052)  0.538
C (3.4378, -0.5074, -0.7496)  0.081
C (4.5969, -1.1136, -1.2100)  -1.132
C (4.4663, -2.1516, -2.1235)  -0.557
C (3.2038, -2.5395, -2.5572)  -0.952
C (2.0990, -1.8837, -2.0286)  0.472
N (2.2337, -0.8989, -1.1492)  1.159
C (0.6098, -2.1115, -2.3385)  0.172
O (0.2666, -2.7975, -3.2772)  -0.717
O (-0.1392, -1.4428, -1.5385)  -0.054
H (5.5562, -0.7750, -0.8536)  0.593
H (5.3489, -2.6435, -2.5016)  0.474
H (3.0759, -3.3279, -3.2802)  0.593
Se (0.8860, -2.7637, 0.9022)  0.123
C (1.8513, -2.7444, 2.5874)  0.195
C (3.0291, -2.0124, 2.6782)  -0.249
C (3.7495, -1.9862, 3.8577)  -0.654
C (3.2980, -2.6907, 4.9613)  -0.509
C (2.1303, -3.4330, 4.8690)  -0.609
C (1.4084, -3.4677, 3.6899)  -0.587
H (3.3833, -1.4770, 1.8043)  0.437
H (4.6692, -1.4208, 3.9133)  0.424
H (3.8651, -2.6737, 5.8810)  0.418
H (1.7800, -3.9907, 5.7253)  0.407
H (0.5075, -4.0586, 3.6008)  0.444
C (-0.1707, 4.1812, 2.7147)  -1.552
C (0.5203, 3.1146, 1.8940)  0.950
N (1.8368, 3.2923, 1.7596)  -0.220
O (-0.0897, 2.1763, 1.3780)  -0.476
H (0.3514, 5.1321, 2.6370)  0.481
H (-0.1730, 3.8728, 3.7587)  0.321
H (-1.2022, 4.2945, 2.3973)  0.314
H (2.3191, 4.0330, 2.2377)  0.192
H (2.3801, 2.5576, 1.3074)  -0.056
Br (0.9921, 5.3555, -4.2290)  -0.135
C (0.7769, 3.8074, -3.1719)  -0.151
C (-0.0945, 3.8025, -2.0971)  -1.379
C (-0.2133, 2.6427, -1.3481)  -0.396
N (0.5072, 1.5436, -1.5766)  1.775
C (1.3121, 1.5550, -2.6387)  -0.345
C (1.4825, 2.6516, -3.4685)  -1.195
H (-0.7012, 4.6640, -1.8703)  0.517
H (-0.9158, 2.6000, -0.5237)  1.069
H (1.8427, 0.6382, -2.8677)  0.338
H (2.1341, 2.6020, -4.3258)  0.516

Forces on atoms 1 to 3 (eV/Å):
Zr 1.272 1.402 -0.957
C 0.023 0.051 -0.032
C -0.138 0.055 -0.112

Computed properties:
energy above the lowest of the compared OMol25 structures with the same formula, charge and spin: 0.269 eV
2S+1: 1
HOMO energy: -0.249 hartree

---

# 3
Here is a single C5H6N2 molecule from the OMol25 dataset. Energies are from ωB97M-V/def2-TZVPD.

Each line ends with the Mulliken charge.
Geometry (Å):
C (-1.2679, 0.9145, -1.3588)  -1.004
C (-0.7189, 0.0378, -0.5146)  0.854
N (-1.2724, -1.2139, -0.2289)  -0.629
C (-0.4859, -1.7747, 0.6104)  -0.090
N (0.6012, -1.0285, 0.9610)  -0.071
C (0.5261, 0.1756, 0.2683)  0.573
C (1.4009, 1.1792, 0.3359)  -1.266
H (-2.1857, 0.6790, -1.8644)  0.310
H (-0.8120, 1.8680, -1.5527)  0.243
H (-0.6492, -2.7555, 1.0201)  0.396
H (1.3327, -1.2847, 1.6000)  0.161
H (2.2740, 1.1297, 0.9625)  0.284
H (1.2573, 2.0735, -0.2389)  0.239

Forces on atoms 1 to 3 (eV/Å):
C 0.247 -0.193 0.273
C -0.170 0.552 -0.410
N -0.537 -0.698 0.001

Computed properties:
energy above the lowest of the compared OMol25 structures with the same formula, charge and spin: 1.029 eV
2S+1: 1
HOMO energy: -0.286 hartree